[1]
Below is C35H32IrN9O2S2 as an isolated structure at a distorted geometry, with properties calculated with wB97M-V/def2-TZVPD.

spin multiplicity: 2
charge: +3
HOMO-LUMO gap (spin up / spin down): 0.2195 / 0.2447 Ha
ΔE to the lowest compared entry with this formula, charge and spin: 33.20 kcal per mole
HOMO (spin up / spin down): -0.5372 / -0.5754 Eh

Last column: Löwdin spin population.
Cartesian coordinates (Å):
C 0.67050 -4.08619 4.85115  0.000
H -1.78662 -6.16867 -0.99187  0.000
C 0.42962 -3.43205 2.52117  0.000
H -4.74011 -1.18396 3.03119  0.000
C 2.04191 1.58315 -2.32458  0.015
C -2.70113 -1.80820 2.92837  0.000
C -2.44724 0.22285 -2.55497  0.000
C -3.82745 -0.93896 2.48357  0.000
C -0.70808 1.48929 0.88297  0.060
C 1.88926 2.69533 -1.55318  -0.009
H -3.57319 0.09775 2.70788  0.000
C 5.14063 4.58343 -0.59966  0.039
H 8.07082 2.14063 -1.75916  0.001
H 9.07390 2.83508 -0.45048  0.001
N -1.74495 -2.17552 2.10693  0.000
C -3.08403 -4.94509 -2.24990  0.000
H 2.62345 1.59865 -3.23497  0.001
N -2.80357 -0.24356 -1.28502  0.000
H 2.34874 3.62641 -1.85438  -0.001
C -3.42055 1.12908 -2.96702  0.000
H -3.38056 -5.85989 -0.29531  0.000
H -5.17549 1.75637 -1.89603  0.000
C -0.54868 -3.54483 5.19975  0.000
N -2.05360 -4.23745 -0.19813  0.000
H 5.41169 1.48186 1.70920  0.000
H -3.07248 -2.09168 4.97812  0.000
C -0.94653 2.71328 1.52574  -0.007
C -4.62028 0.08319 0.33483  0.000
C -2.31820 1.41474 -5.02701  0.000
H 1.63305 -0.55055 -2.39978  -0.001
O 7.36075 1.82781 0.18429  0.052
H 3.35667 2.87970 1.77982  0.000
N 1.80552 4.83069 0.55229  0.240
S 0.32561 -1.33119 -0.30599  0.002
H 1.27309 -4.56310 5.61162  0.000
H -0.52042 0.26818 -5.29639  0.000
H -0.63534 -0.82947 -3.06540  0.000
C 8.44862 1.99507 -0.74870  0.002
H -0.30104 4.71868 1.92776  0.002
N 2.94851 5.01279 0.17677  0.224
H -4.56228 0.96249 0.97754  0.000
H -0.92048 -3.59158 6.21433  0.000
H 2.12156 -4.45679 3.31007  0.000
O -1.46784 0.49962 1.16820  0.072
H 9.02108 1.07699 -0.69205  0.000
C 1.46320 0.39006 -1.89484  -0.012
C 0.95190 3.76634 0.49188  0.038
C 5.28909 2.34316 1.06664  0.013
S -3.29532 -3.13640 -2.08723  0.000
H -4.47792 -1.92439 0.79343  0.000
H -4.04020 -5.38574 -2.51653  0.000
H -4.15041 2.43258 -4.53871  0.000
Ir -1.90075 -1.31466 0.23302  0.004
C -3.92600 0.35205 -0.95862  0.000
C 0.37345 1.46386 -0.10171  0.020
H -2.25392 1.85322 -6.01337  0.000
H -2.37621 -5.12256 -3.05586  0.000
C -1.37446 -0.10397 -3.37786  0.000
C 4.05409 4.21808 0.22006  0.061
H -1.79719 2.75269 2.19223  -0.002
C -0.79930 -2.87341 2.86703  0.000
C 4.16583 3.10768 1.09729  0.029
C 6.27199 3.81275 -0.63450  0.008
N -4.34192 1.18955 -1.92071  0.000
H 0.81239 -3.38605 1.50998  0.000
C 1.09353 2.64107 -0.38701  0.030
C -3.38066 1.74612 -4.21262  0.000
H 5.06057 5.47904 -1.20274  0.002
C -1.32654 0.50581 -4.61464  0.000
N -2.48185 -2.24662 4.17569  0.000
C -2.38482 -3.04764 -0.63359  0.000
C 1.15441 -4.02726 3.53229  0.000
H -1.51826 -4.35362 0.65246  0.000
N 0.68101 0.32668 -0.82425  0.015
H -5.67801 -0.10445 0.13872  0.000
C -1.26431 -2.92844 4.17957  0.000
C -2.57617 -5.42770 -0.89108  0.000
N -3.98001 -1.06789 1.01716  0.000
C 6.35056 2.66448 0.17795  0.057
H 7.10359 4.11069 -1.25518  -0.001
C -0.13623 3.81050 1.36208  0.044

Cartesian forces, eV/Å:
C 0.023 0.006 -0.044
H 0.008 -0.001 -0.018
C -0.035 -0.042 -0.064
H -0.082 0.013 -0.117
C 0.032 -0.166 -0.026
C -0.154 -0.064 0.179
C -0.082 0.009 0.136
C -0.278 0.080 0.246
C 0.190 -0.116 -0.133
C 0.027 0.021 0.164
H 0.042 0.000 -0.051
C 0.010 0.115 0.074
H -0.036 -0.047 -0.005
H -0.032 0.030 0.022
N 0.960 0.004 -0.193
C -0.017 0.088 -0.022
H -0.020 -0.050 -0.001
N 1.058 0.129 -0.475
H 0.005 0.019 0.052
C -0.039 -0.014 0.035
H 0.003 0.014 0.035
H -0.040 -0.049 -0.018
C -0.034 0.023 0.019
N -0.014 -0.185 -0.010
H 0.012 0.027 0.022
H -0.041 0.000 -0.028
C -0.010 0.139 0.047
C -0.277 0.095 0.071
C 0.057 -0.023 0.024
H 0.035 0.024 -0.004
O 0.021 -0.053 -0.062
H 0.030 -0.012 0.027
N -0.297 0.190 -0.223
S -0.029 -0.077 -0.106
H -0.007 -0.015 -0.008
H -0.020 -0.003 -0.004
H -0.068 -0.067 -0.027
C 0.077 0.076 0.074
H -0.001 -0.026 0.025
N 0.120 -0.074 -0.148
H 0.055 -0.019 0.025
H 0.010 0.005 -0.002
H -0.013 -0.021 0.001
O -0.254 0.093 0.149
H -0.007 -0.014 0.017
C 0.125 0.038 -0.087
C 0.137 -0.015 0.112
C 0.085 -0.011 0.006
S -0.085 -0.021 0.017
H -0.098 0.039 0.005
H 0.017 -0.042 0.014
H 0.015 0.006 0.004
Ir -1.819 -0.051 0.508
C -0.124 0.060 0.008
C -0.182 -0.009 0.079
H 0.015 0.008 0.012
H 0.027 -0.013 0.027
C 0.003 -0.029 -0.065
C -0.079 -0.112 0.064
H 0.055 0.005 0.062
C -0.070 0.039 -0.022
C -0.160 -0.036 -0.134
C 0.049 0.044 -0.008
N 0.011 -0.024 -0.092
H 0.025 0.012 0.017
C 0.224 0.028 0.007
C -0.065 0.016 0.005
H -0.002 -0.001 0.016
C -0.031 0.031 -0.011
N 0.134 -0.081 0.043
C 0.401 0.067 -0.023
C -0.024 -0.046 0.042
H -0.017 0.064 0.021
N -0.146 0.076 -0.113
H -0.024 -0.042 0.130
C -0.074 0.056 0.011
C -0.056 0.011 -0.023
N 0.952 -0.041 -0.348
C -0.092 0.007 -0.031
H -0.017 -0.045 -0.035
C 0.001 -0.046 0.131

[2]
Below is C35H33AlGeN5O3 as an isolated structure, with properties calculated with wB97M-V/def2-TZVPD.

charge: +1
HOMO-LUMO gap: 0.2514 Ha
ΔE to the lowest compared entry with this formula, charge and spin: 43.46 kcal per mole
HOMO: -0.4105 Eh

Last column: Löwdin charge in e.
Cartesian coordinates (Å):
C -1.42366 -1.87817 -1.05694  -0.300
H 4.57206 -5.22418 -0.21852  0.111
O 0.81732 2.63825 -2.11230  -0.092
H 4.83866 -3.22320 -1.64683  0.110
H 0.45334 1.80462 -4.57703  0.093
N -1.17074 0.37770 1.09185  0.180
C -2.37275 2.10161 0.20517  -0.144
C 1.86862 2.39375 -3.06025  -0.648
H -2.24813 -3.51512 3.71973  0.113
H 3.41194 0.44670 1.69001  0.133
O -0.77194 3.73344 -0.29187  -0.090
H 3.90123 1.67832 -3.07009  0.100
C 0.08048 -0.29548 1.26537  -0.332
C -0.14007 -3.48690 4.12431  -0.055
Al 0.37953 2.19241 -0.56065  0.171
H -0.99336 5.24721 -1.70440  0.120
H -0.18448 -4.29022 4.84711  0.114
C 2.91118 -2.42945 -1.15258  -0.104
C -2.20591 -1.05817 -1.87030  -0.129
C -3.48905 -1.44199 -2.23490  -0.078
H 0.62407 5.04257 -1.00649  0.102
C 3.09914 1.84467 -2.35046  -0.026
O 1.48858 1.61602 0.59520  -0.044
H 0.70831 -0.10955 -1.47121  0.020
C -1.24336 -2.00803 2.57961  -0.037
C 2.60799 -4.68028 0.44610  -0.062
H -3.61914 -4.43514 -0.65714  0.111
C 1.07162 -2.88538 3.83207  -0.017
H -2.98515 5.37846 -0.44297  0.123
H -5.72092 2.21271 0.48017  0.119
C 2.42367 -1.21287 2.57855  -0.002
H 1.11814 0.44917 -3.65126  0.066
H 2.87869 0.89744 -1.85258  0.059
C -3.15955 4.33803 -0.21210  0.016
H 2.48997 -5.55779 1.06855  0.112
C 3.77747 -4.49193 -0.27739  -0.066
H 3.33140 -1.73020 2.86499  0.130
C 0.16457 1.16510 3.74928  -0.160
H -3.81708 0.60220 0.66675  0.125
C -1.94319 -3.09980 -0.62758  -0.100
H 1.97926 -3.22247 4.31748  0.125
Ge 0.34460 -1.28423 -0.52580  1.124
C 3.92913 -3.36963 -1.07936  -0.069
H 3.45717 2.54739 -1.59494  0.096
C -3.65742 1.64519 0.42721  0.021
N -0.60029 0.98537 4.70037  0.162
H -4.99952 -2.95613 -2.07736  0.110
H -5.27594 4.57491 -0.06859  0.121
N 0.83194 1.49572 2.81039  0.254
C -2.13016 3.43137 -0.11474  -0.157
N -0.08817 -0.47504 6.65398  0.152
C -0.29725 0.21595 5.75751  -0.316
H 2.95253 3.61919 -4.47332  0.095
C 2.48437 -0.04839 1.94563  0.021
H -1.34866 -3.76195 -0.01155  0.092
H 0.68807 -3.89765 0.95846  0.092
C 1.23293 0.71325 1.60388  -0.469
C -4.00120 -2.65301 -1.79012  -0.070
H -1.80674 -0.12041 -2.24644  0.093
C -4.45436 3.87621 0.00709  -0.033
H 1.29483 4.16088 -4.16348  0.091
H -0.66859 5.78770 -0.01896  0.118
C 1.73603 -2.61041 -0.42617  -0.293
C -0.43791 5.05711 -0.78963  0.036
H -4.08264 -0.80270 -2.87605  0.109
H 2.10671 1.24912 -4.87912  0.096
H -2.14782 -1.67166 2.09038  0.109
C 1.14155 -1.83616 2.91969  -0.192
C -4.70537 2.54606 0.31972  -0.042
H 2.56613 4.43515 -2.95468  0.087
C -1.29782 -3.04985 3.49405  -0.051
C 1.35548 1.41234 -4.10584  -0.022
N -1.18348 1.33325 0.29638  0.071
C 2.18831 3.73679 -3.70444  -0.025
C 1.58623 -3.74508 0.37296  -0.106
C -0.03138 -1.38755 2.29760  -0.194
C -3.22657 -3.48377 -0.99174  -0.065
H 3.03651 -1.55338 -1.77943  0.089

Cartesian forces, eV/Å:
C 0.082 -0.039 0.099
H -0.003 0.003 0.001
O -0.046 -0.127 0.048
H 0.002 -0.014 0.004
H 0.008 -0.006 -0.006
N 0.040 -0.254 0.102
C 0.005 0.058 0.005
C -0.001 0.084 -0.083
H 0.004 0.000 0.002
H -0.010 -0.006 0.016
O -0.072 0.086 0.044
H 0.017 -0.020 0.022
C 0.007 0.102 -0.058
C 0.006 -0.007 0.017
Al 0.002 0.044 -0.030
H -0.004 -0.025 -0.012
H -0.001 0.004 -0.005
C -0.003 -0.009 0.010
C 0.001 -0.008 -0.011
C 0.002 0.020 -0.008
H 0.004 -0.028 0.024
C -0.023 0.002 0.029
O 0.088 0.009 0.101
H -0.025 0.013 0.018
C -0.022 -0.012 0.000
C -0.041 -0.008 0.012
H -0.001 0.005 -0.002
C 0.003 -0.004 0.013
H 0.003 -0.009 -0.001
H 0.009 -0.003 0.002
C -0.062 -0.060 0.038
H 0.002 -0.015 -0.005
H -0.003 0.001 -0.027
C -0.012 0.117 -0.031
H 0.003 0.002 -0.001
C 0.022 0.007 -0.013
H -0.005 -0.004 -0.003
C -0.006 0.015 0.081
H -0.006 0.010 -0.003
C -0.054 0.039 -0.043
H -0.006 -0.002 -0.004
Ge 0.008 -0.033 -0.123
C -0.019 0.034 -0.012
H -0.008 0.000 -0.017
C -0.016 -0.074 0.014
N 0.017 -0.110 0.106
H 0.005 0.000 0.000
H -0.002 -0.002 0.000
N 0.055 -0.011 -0.033
C 0.066 -0.071 0.011
N -0.052 0.060 0.030
C 0.031 0.017 -0.187
H -0.009 0.022 -0.003
C 0.020 0.049 -0.019
H -0.006 -0.017 0.010
H -0.021 -0.013 0.013
C -0.158 -0.051 -0.085
C 0.012 0.001 0.007
H -0.012 -0.001 -0.001
C 0.002 -0.076 0.017
H -0.003 -0.013 -0.012
H -0.015 -0.016 0.019
C -0.119 0.041 0.093
C 0.036 0.046 -0.048
H 0.001 -0.007 0.005
H -0.004 -0.001 0.006
H 0.004 0.001 0.004
C 0.045 0.032 -0.019
C 0.007 0.053 -0.020
H -0.007 0.004 -0.016
C 0.027 0.015 -0.009
C -0.046 0.033 0.044
N 0.083 0.112 -0.155
C 0.035 -0.032 0.034
C 0.103 0.012 -0.056
C -0.009 0.028 0.054
C 0.024 0.014 0.002
H 0.021 -0.007 0.006

[3]
Below is C35H33BrIrN5O2STe as an isolated structure at a distorted geometry, with properties calculated with wB97M-V/def2-TZVPD.

spin multiplicity: 5
charge: +2
HOMO-LUMO gap (spin up / spin down): 0.2079 / 0.1902 Ha
ΔE to the lowest compared entry with this formula, charge and spin: 0.00 kcal per mole
HOMO (spin up / spin down): -0.4315 / -0.4661 Eh

Last column: Löwdin spin population.
Cartesian coordinates (Å):
H 11.62970 18.53089 9.51849  0.002
H 11.22999 16.78592 15.73928  0.000
C 12.59240 16.78677 11.13920  0.000
Br 11.04846 12.66177 7.99106  0.060
H 7.79832 13.16684 7.83632  0.000
C 7.22035 12.84688 11.63486  0.024
C 13.59983 15.57203 12.93007  0.001
C 10.82783 17.78624 9.77573  0.031
H 6.92132 7.22989 6.76062  0.000
C 11.83648 17.07625 13.62211  0.000
C 11.82242 16.41363 14.84038  0.001
H 7.98597 16.68523 8.43739  -0.002
C 11.14133 16.75266 10.65506  0.025
N 8.81679 6.52324 7.86748  0.008
C 10.17213 15.77238 10.95133  0.057
H 12.41842 14.76155 16.04779  0.000
C 9.62631 17.89999 9.17585  0.052
C 12.42810 12.72239 9.36515  0.018
H 9.82729 19.76106 8.20918  0.001
C 14.73603 12.43544 9.83509  0.008
H 6.33420 12.48928 11.04653  0.006
C 14.41135 12.28814 11.20587  -0.001
C 6.02088 15.79474 9.11451  -0.002
O 13.51485 17.09478 10.40318  0.002
H 4.56830 15.48201 6.09806  0.000
C 11.24378 7.51522 8.54764  0.176
H 6.09014 16.30688 10.03771  0.000
N 8.29555 13.53650 10.84750  0.149
H 11.08535 17.86816 13.43917  0.000
H 9.46177 5.97092 8.42057  0.002
C 11.89611 7.28451 9.70551  0.025
C 6.02725 14.08738 6.91758  0.000
H 5.98936 13.43011 6.07055  0.000
C 12.72144 16.58831 12.63284  0.001
C 13.50501 14.83793 14.09603  0.001
N 7.80989 8.61821 7.75810  0.000
H 14.41620 15.33393 12.17958  0.000
H 6.28880 8.62512 6.38869  0.000
H 10.57599 9.60856 11.66826  0.000
H 6.71301 13.66500 12.22778  0.006
C 8.05230 14.61280 10.06429  -0.010
C 8.85802 16.73056 9.12687  -0.034
C 5.14307 16.00657 8.06339  0.001
O 10.41962 14.81783 11.84559  0.174
H 11.49911 6.94748 7.60510  0.006
C 6.96969 14.68794 9.05413  -0.002
H 7.32615 11.73988 13.54424  0.012
C 5.24473 15.23483 6.89572  -0.002
Ir 10.13676 12.90497 10.94044  1.198
H 12.70081 6.57498 9.73926  -0.003
C 9.07652 19.18524 8.73272  0.009
C 10.21768 8.49905 8.34952  0.070
N 6.58894 8.06643 7.21772  0.001
C 12.59910 15.24793 15.06710  0.002
H 11.82766 7.52125 11.84394  0.015
H 7.96704 10.90404 11.98032  0.012
H 15.81340 12.31947 9.58066  0.000
H 12.68432 12.32290 12.59792  0.004
C 9.00964 15.71441 10.07053  0.063
H 4.60103 16.95399 8.10860  0.000
H 15.15683 12.12317 11.93016  0.000
C 10.74899 9.06487 10.74316  -0.004
H 14.18315 14.03735 14.31032  0.000
C 7.78192 11.78322 12.56186  0.063
H 13.93965 12.56854 7.81690  0.001
H 7.89760 9.65159 7.88505  0.001
H 8.05631 6.04123 7.45138  0.000
Te 9.60629 12.41036 13.66649  1.094
H 10.42624 9.13971 7.44760  0.024
S 9.32972 10.84718 9.68512  0.106
C 11.46785 7.89591 10.86667  0.277
N 12.09076 12.70888 10.62894  0.012
C 8.84386 7.85872 8.09427  0.038
C 6.97617 13.90041 7.98087  -0.004
C 10.19197 9.36358 9.56919  0.213
C 13.08586 12.51225 11.59049  0.007
C 13.74358 12.59043 8.91234  0.001
H 8.17210 19.11818 8.06499  0.001
H 8.70502 19.71592 9.63395  0.005

Cartesian forces, eV/Å:
H -0.822 -0.700 0.561
H 0.584 -0.421 -1.590
C -0.078 1.656 0.829
Br 1.454 1.147 0.185
H -0.836 0.215 0.265
C -1.491 1.687 0.331
C 1.702 -0.765 -0.941
C 2.957 0.305 0.816
H -0.414 -0.402 -0.182
C -0.401 -0.464 -0.465
C -0.131 -0.094 1.617
H 0.959 0.236 0.611
C 0.620 0.579 -0.483
N 0.597 1.514 1.077
C 0.599 -1.155 0.074
H 0.593 0.092 -0.866
C -2.809 -1.414 -0.764
C 0.652 -0.480 -1.763
H 0.102 0.498 0.064
C 1.320 -0.695 1.303
H 1.131 -0.162 -0.019
C -2.094 1.398 -1.009
C 0.747 -2.711 -0.629
O -1.198 -0.847 0.539
H 0.046 -0.184 -0.431
C 2.138 -2.284 -2.290
H -0.507 1.091 0.488
N -1.677 -0.563 -0.026
H 0.761 -0.408 -0.051
H 0.195 -0.002 -0.385
C -0.242 -1.158 -1.161
C 0.764 1.084 0.601
H 0.296 -0.242 -0.208
C -0.634 -0.171 -0.426
C -0.214 0.497 1.007
N 0.660 0.301 -0.106
H -1.268 0.163 0.839
H 0.409 0.021 1.043
H -0.181 0.325 -0.440
H 0.729 -0.691 -0.297
C 1.527 0.037 0.227
C -1.134 1.363 -0.215
C 1.448 1.341 0.713
O 0.214 -0.258 -1.602
H 0.105 0.602 1.244
C -1.777 2.700 2.119
H -1.486 -0.801 -0.772
C -0.559 -0.879 1.220
Ir -1.496 1.695 0.864
H 0.099 -0.381 -0.071
C -1.276 0.768 -0.994
C -1.257 1.777 0.888
N 0.678 0.603 -0.326
C -0.921 0.830 0.319
H -0.219 0.443 -0.685
H 0.245 -0.848 0.404
H -1.064 0.150 -0.173
H 0.446 0.533 -0.556
C 0.328 -1.414 -0.270
H -0.375 -0.569 -0.220
H 0.712 -0.275 0.747
C 0.839 -2.022 2.173
H 0.256 -0.400 -0.041
C 0.442 1.441 0.884
H -0.140 0.180 1.088
H -0.222 -1.094 -0.037
H -0.653 -0.366 0.112
Te 0.238 -0.160 -1.328
H -0.323 -0.553 0.539
S -1.697 1.220 -0.416
C 1.250 0.073 2.180
N 2.048 -1.103 1.394
C -1.080 -0.529 -2.056
C -0.072 -2.160 -2.893
C -0.970 2.451 0.187
C -0.279 -1.077 -1.046
C -0.299 0.186 -1.394
H 0.950 -0.254 0.551
H 0.456 -0.041 -0.474